1.
{"formula": "C56H51AsF3O3PSiY", "method": "the ωB97M-V functional and the def2-TZVPD basis", "species": ["Y", "C", "C", "C", "C", "C", "H", "H", "H", "H", "H", "C", "C", "C", "O", "C", "O", "O", "H", "H", "H", "H", "H", "H", "H", "C", "C", "As", "C", "C", "C", "C", "C", "C", "C", "C", "C", "C", "C", "C", "P", "C", "C", "C", "C", "C", "C", "C", "C", "C", "C", "C", "C", "H", "H", "H", "H", "H", "H", "H", "H", "H", "H", "H", "H", "H", "H", "H", "H", "H", "H", "H", "H", "H", "H", "H", "H", "C", "C", "C", "C", "C", "C", "Si", "C", "C", "C", "C", "C", "C", "H", "H", "H", "H", "H", "H", "H", "H", "H", "H", "H", "F", "C", "F", "F", "C", "C", "C", "C", "C", "C", "C", "C", "H", "H", "H", "H"], "positions_angstrom": [[-0.698, -1.725, -1.739], [-2.226, -3.809, -0.933], [-2.285, -2.958, 0.188], [-2.970, -1.783, -0.189], [-3.347, -1.914, -1.542], [-2.887, -3.166, -1.998], [-1.746, -4.776, -0.970], [-1.921, -3.197, 1.176], [-3.191, -0.942, 0.453], [-3.878, -1.178, -2.128], [-3.005, -3.556, -2.999], [3.748, -2.784, -1.492], [2.580, -2.320, -2.346], [3.033, -1.524, -3.558], [1.699, -1.504, -1.541], [1.724, -3.520, -2.814], [2.283, -4.397, -3.450], [0.476, -3.461, -2.503], [4.348, -1.926, -1.174], [4.372, -3.462, -2.071], [3.394, -3.306, -0.601], [3.662, -0.683, -3.249], [2.172, -1.128, -4.097], [3.605, -2.167, -4.225], [2.125, -0.670, -1.304], [-0.620, -0.799, 2.552], [-0.940, 0.653, 2.218], [-1.817, 1.659, 3.666], [-0.366, 1.612, 4.976], [-0.668, 1.886, 6.309], [0.328, 1.916, 7.274], [1.650, 1.685, 6.916], [1.965, 1.430, 5.590], [0.964, 1.394, 4.627], [-2.900, 0.166, 4.322], [-2.519, -0.715, 5.329], [-3.306, -1.818, 5.633], [-4.475, -2.060, 4.926], [-4.866, -1.183, 3.924], [-4.088, -0.071, 3.635], [0.436, -1.576, 1.262], [0.667, -3.274, 1.902], [0.948, -4.265, 0.961], [1.119, -5.586, 1.350], [0.993, -5.937, 2.687], [0.693, -4.964, 3.630], [0.533, -3.641, 3.240], [2.051, -0.784, 1.644], [2.325, 0.454, 1.056], [3.511, 1.123, 1.326], [4.451, 0.558, 2.177], [4.197, -0.679, 2.752], [3.007, -1.345, 2.489], [-1.544, -1.380, 2.597], [-0.142, -0.879, 3.531], [-1.590, 0.714, 1.343], [-0.054, 1.229, 1.947], [-1.696, 2.072, 6.603], [0.072, 2.123, 8.306], [2.430, 1.709, 7.666], [2.992, 1.254, 5.292], [1.246, 1.194, 3.599], [-1.597, -0.551, 5.873], [-2.995, -2.500, 6.415], [-5.078, -2.930, 5.152], [-5.771, -1.368, 3.360], [-4.403, 0.606, 2.848], [1.004, -4.012, -0.092], [1.333, -6.337, 0.601], [1.115, -6.969, 2.992], [0.581, -5.232, 4.673], [0.297, -2.898, 3.991], [1.601, 0.891, 0.376], [3.695, 2.085, 0.864], [5.378, 1.077, 2.384], [4.929, -1.134, 3.408], [2.830, -2.311, 2.944], [-5.443, 1.578, -4.390], [-4.552, 1.813, -3.351], [-3.297, 1.217, -3.359], [-2.881, 0.387, -4.407], [-3.798, 0.169, -5.440], [-5.061, 0.748, -5.434], [-1.161, -0.459, -4.392], [0.031, 0.923, -4.963], [1.097, 0.627, -5.819], [2.031, 1.588, -6.187], [1.915, 2.889, -5.713], [0.853, 3.213, -4.880], [-0.071, 2.243, -4.514], [-6.426, 2.033, -4.381], [-4.839, 2.452, -2.524], [-2.629, 1.388, -2.520], [-3.514, -0.469, -6.270], [-5.747, 0.553, -6.251], [-1.245, -1.280, -5.654], [1.198, -0.378, -6.217], [2.845, 1.321, -6.852], [2.638, 3.644, -5.998], [0.744, 4.226, -4.506], [-0.892, 2.523, -3.866], [3.409, 7.173, -1.073], [2.138, 7.098, -1.521], [2.168, 7.529, -2.803], [1.424, 8.010, -0.832], [1.576, 5.718, -1.398], [0.237, 5.527, -1.083], [-0.281, 4.246, -1.014], [0.528, 3.133, -1.269], [1.874, 3.346, -1.594], [2.394, 4.623, -1.653], [0.004, 1.807, -1.219], [-0.446, 0.669, -1.184], [-0.399, 6.380, -0.889], [-1.324, 4.090, -0.772], [2.495, 2.492, -1.829], [3.433, 4.773, -1.915]], "forces_ev_per_a": [[-0.1, -0.1, 0.7], [0.0, 0.0, 0.0], [0.0, 0.0, -0.1], [0.0, 0.1, -0.1], [-0.1, 0.1, 0.0], [-0.1, -0.1, -0.2], [0.0, 0.0, 0.0], [0.0, 0.0, 0.0], [0.0, 0.0, 0.0], [0.0, 0.0, 0.0], [0.0, 0.0, 0.0], [0.0, 0.0, 0.0], [0.0, 0.0, 0.0], [0.0, 0.0, 0.0], [0.2, 0.1, -0.2], [0.0, 0.1, -0.1], [0.0, -0.1, 0.1], [0.2, -0.1, 0.0], [0.0, 0.0, 0.0], [0.0, 0.0, 0.0], [0.0, 0.0, 0.0], [0.0, 0.0, 0.0], [0.0, 0.0, 0.0], [0.0, 0.0, 0.0], [0.0, 0.0, -0.1], [0.0, 0.1, 0.1], [-0.1, 0.0, -0.1], [0.0, 0.0, 0.0], [0.0, 0.0, 0.0], [0.0, 0.0, 0.1], [0.0, 0.0, 0.0], [0.0, 0.0, 0.0], [0.0, 0.0, 0.0], [0.0, 0.0, 0.0], [0.0, 0.0, 0.0], [0.0, 0.0, 0.0], [0.0, 0.0, 0.0], [0.0, 0.0, 0.0], [0.0, 0.0, 0.0], [0.0, 0.0, 0.0], [0.0, -0.1, -0.2], [0.0, 0.0, 0.0], [0.0, 0.0, 0.0], [0.0, 0.0, 0.0], [0.0, 0.0, 0.0], [0.0, 0.0, 0.0], [0.0, 0.0, 0.0], [0.1, -0.1, 0.0], [0.0, 0.0, 0.0], [0.0, 0.0, 0.0], [0.0, 0.0, 0.0], [0.0, 0.0, 0.0], [0.0, 0.0, 0.0], [0.0, 0.0, 0.0], [0.0, 0.0, 0.0], [0.0, 0.0, 0.0], [0.0, 0.0, 0.0], [0.0, 0.0, 0.0], [0.0, 0.0, 0.0], [0.0, 0.0, 0.0], [0.0, 0.0, 0.0], [0.0, 0.0, 0.0], [0.0, 0.0, 0.0], [0.0, 0.0, 0.0], [0.0, 0.0, 0.0], [0.0, 0.0, 0.0], [0.0, 0.0, 0.0], [0.0, 0.0, 0.0], [0.0, 0.0, 0.0], [0.0, 0.0, 0.0], [0.0, 0.0, 0.0], [0.0, 0.0, 0.0], [0.0, 0.0, 0.0], [0.0, 0.0, 0.0], [0.0, 0.0, 0.0], [0.0, 0.0, 0.0], [0.0, 0.0, 0.0], [0.0, 0.0, 0.0], [0.0, 0.0, 0.0], [0.0, 0.0, 0.0], [0.0, 0.0, 0.0], [0.0, 0.0, 0.0], [0.0, 0.0, 0.0], [-0.1, 0.0, 0.0], [0.0, 0.0, -0.1], [0.0, 0.0, 0.0], [0.0, 0.0, 0.0], [0.0, 0.0, 0.0], [0.0, 0.0, 0.0], [0.0, 0.0, 0.0], [0.0, 0.0, 0.0], [0.0, 0.0, 0.0], [0.0, 0.0, 0.0], [0.0, 0.0, 0.0], [0.0, 0.0, 0.0], [0.0, 0.0, 0.0], [0.0, 0.0, 0.0], [0.0, 0.0, 0.0], [0.0, 0.0, 0.0], [0.0, 0.0, 0.0], [0.0, 0.0, 0.0], [0.0, 0.0, 0.0], [0.0, 0.0, 0.0], [0.0, 0.0, 0.0], [0.0, 0.0, 0.0], [0.0, 0.0, 0.0], [0.0, 0.0, 0.0], [0.0, 0.0, 0.0], [0.0, 0.0, 0.0], [0.0, 0.0, 0.0], [0.0, 0.0, 0.0], [-0.1, 0.1, 0.1], [0.1, -0.1, -0.1], [0.0, 0.0, 0.0], [0.0, 0.0, 0.0], [0.0, 0.0, 0.0], [0.0, 0.0, 0.0]], "charge": -1, "e_homo_ev": -4.44, "relative_energy_kcal_mol": 0.00, "lumo_energy_ev": 2.133, "max_force_ev_per_a": 0.7}

---

2.
{"formula": "C56H51AsN6O3PS3Sr", "method": "the ωB97M-V functional and the def2-TZVPD basis", "species": ["Sr", "N", "C", "N", "C", "N", "N", "C", "C", "C", "C", "C", "C", "N", "C", "C", "C", "C", "C", "C", "H", "H", "H", "H", "H", "H", "H", "H", "H", "H", "H", "S", "C", "S", "S", "O", "H", "H", "C", "C", "As", "C", "C", "C", "C", "C", "C", "C", "C", "C", "C", "C", "C", "P", "C", "C", "C", "C", "C", "C", "C", "C", "C", "C", "C", "C", "H", "H", "H", "H", "H", "H", "H", "H", "H", "H", "H", "H", "H", "H", "H", "H", "H", "H", "H", "H", "H", "H", "H", "H", "C", "C", "C", "C", "C", "C", "N", "C", "C", "C", "C", "C", "C", "C", "O", "O", "C", "C", "H", "H", "H", "H", "H", "H", "H", "H", "H", "H", "H", "H", "H", "H"], "positions_angstrom": [[-5.494, 25.439, 6.109], [-8.927, 27.657, 8.470], [-8.270, 26.644, 7.919], [-7.027, 26.306, 8.178], [-6.309, 27.020, 9.110], [-5.035, 26.859, 9.309], [-4.512, 25.824, 8.619], [-3.237, 25.657, 8.801], [-2.511, 24.634, 8.059], [-1.220, 24.314, 8.438], [-0.432, 23.402, 7.841], [-1.095, 22.777, 6.656], [-2.442, 23.144, 6.339], [-3.100, 24.035, 7.009], [-7.027, 28.079, 9.844], [-6.495, 28.680, 10.971], [-7.292, 29.406, 11.828], [-8.610, 29.691, 11.502], [-9.163, 29.209, 10.285], [-8.371, 28.368, 9.522], [-9.827, 27.858, 8.053], [-8.835, 26.091, 7.108], [-2.680, 26.156, 9.604], [-0.859, 24.895, 9.282], [0.560, 23.261, 8.194], [-0.428, 22.116, 6.073], [-3.004, 22.674, 5.549], [-5.538, 28.258, 11.250], [-6.759, 29.776, 12.657], [-9.300, 30.100, 12.184], [-10.212, 29.539, 10.061], [-9.518, 24.299, 5.289], [-8.020, 24.809, 4.685], [-6.777, 23.757, 4.160], [-7.759, 26.522, 4.379], [-10.338, 27.795, 5.869], [-9.405, 27.839, 5.841], [-10.357, 26.855, 5.638], [-5.004, 21.905, 8.669], [-4.992, 21.073, 9.981], [-3.802, 19.566, 10.159], [-4.705, 18.712, 11.738], [-5.461, 19.554, 12.551], [-6.115, 19.065, 13.610], [-5.905, 17.749, 13.970], [-5.041, 16.962, 13.250], [-4.532, 17.380, 12.088], [-2.251, 20.426, 11.063], [-1.831, 21.674, 10.666], [-0.613, 22.179, 11.071], [0.069, 21.530, 12.128], [-0.328, 20.295, 12.546], [-1.492, 19.707, 12.000], [-6.476, 22.866, 8.157], [-7.643, 21.437, 8.092], [-8.175, 20.760, 9.160], [-8.864, 19.574, 8.924], [-9.098, 19.170, 7.637], [-8.731, 19.980, 6.563], [-7.938, 21.113, 6.771], [-7.156, 23.667, 9.602], [-6.490, 24.215, 10.709], [-7.317, 24.804, 11.668], [-8.681, 24.978, 11.562], [-9.287, 24.535, 10.424], [-8.536, 23.895, 9.480], [-4.635, 21.371, 7.754], [-4.273, 22.745, 8.716], [-5.983, 20.549, 10.163], [-4.748, 21.699, 10.781], [-5.668, 20.567, 12.208], [-6.798, 19.653, 14.179], [-6.390, 17.298, 14.872], [-4.757, 15.969, 13.655], [-3.781, 16.822, 11.532], [-2.417, 22.265, 9.932], [-0.459, 23.193, 10.725], [1.025, 21.988, 12.389], [0.232, 19.719, 13.237], [-1.743, 18.655, 12.104], [-8.096, 21.140, 10.175], [-9.057, 18.932, 9.792], [-9.666, 18.310, 7.404], [-8.887, 19.650, 5.480], [-7.583, 21.633, 5.899], [-5.394, 24.168, 10.896], [-6.760, 24.977, 12.594], [-9.207, 25.440, 12.395], [-10.366, 24.481, 10.268], [-9.023, 23.540, 8.511], [-9.515, 31.656, 1.805], [-8.178, 31.069, 1.553], [-7.682, 30.935, 0.321], [-6.533, 30.191, 0.073], [-5.850, 29.614, 1.129], [-6.240, 29.859, 2.468], [-5.424, 29.444, 3.528], [-4.063, 29.697, 3.593], [-3.500, 30.830, 2.926], [-2.116, 31.023, 3.098], [-1.237, 30.112, 3.786], [-1.848, 29.075, 4.470], [-3.286, 28.895, 4.379], [-3.882, 27.859, 5.237], [-3.307, 26.756, 5.348], [-5.009, 28.112, 5.840], [-7.375, 30.655, 2.666], [-7.763, 31.142, 3.997], [-9.806, 32.054, 0.828], [-9.416, 32.410, 2.681], [-10.361, 30.991, 2.074], [-8.281, 31.268, -0.513], [-6.251, 29.971, -0.902], [-5.023, 28.989, 0.942], [-5.871, 28.979, 4.327], [-4.104, 31.618, 2.345], [-1.717, 32.014, 2.758], [-0.132, 30.228, 3.813], [-1.281, 28.335, 4.975], [-6.999, 31.016, 4.753], [-8.689, 30.843, 4.451], [-7.841, 32.228, 3.912]], "forces_ev_per_a": [[0.4, 0.8, -0.2], [0.0, -0.1, -0.1], [0.5, -0.7, -1.3], [-0.5, 0.1, -0.1], [-0.6, 0.7, -0.7], [-0.5, 0.3, 1.1], [2.0, -0.1, -0.6], [-1.3, -0.4, 0.3], [-0.4, -0.4, -1.0], [-0.3, 1.7, 1.9], [-2.7, -1.4, -4.0], [1.7, 0.9, 1.9], [2.7, -1.5, -0.1], [-1.1, 1.5, 1.3], [-0.7, -0.1, 0.0], [-0.1, -1.4, -0.1], [0.3, 0.2, -0.9], [-0.1, -1.2, -1.8], [0.0, 1.2, 1.7], [0.0, -0.4, -0.5], [-0.2, 0.2, 0.1], [0.7, 0.4, 1.0], [-0.3, 0.3, -0.3], [0.2, -0.1, 0.1], [0.6, -0.6, -0.2], [-1.1, 0.2, 0.1], [0.3, -0.2, -0.4], [0.3, 0.7, 0.2], [-0.1, 0.5, 1.4], [-0.4, 1.0, 0.8], [1.1, -0.9, -0.1], [0.1, -0.1, 0.5], [-0.5, 1.1, -0.9], [0.2, -0.8, 0.1], [0.3, -0.5, 0.6], [-1.6, -0.3, 0.7], [2.1, 0.8, -0.5], [-0.7, -0.5, -0.4], [1.6, 0.4, 0.1], [-1.6, -0.7, -1.6], [0.7, -1.1, 0.0], [0.5, 1.3, -0.6], [0.3, 0.8, -2.4], [-0.9, -1.2, 1.6], [-0.7, -0.7, 1.7], [-0.5, -2.5, 2.1], [2.2, 1.5, -2.0], [-0.6, -1.2, 0.6], [-0.3, 0.6, -1.2], [-1.1, 0.1, 1.6], [1.0, 1.6, -1.9], [-1.5, -1.1, -0.5], [0.3, 0.7, -1.1], [-0.3, -1.0, -0.3], [0.6, 2.0, -1.5], [-0.4, -0.6, 0.4], [0.6, -0.1, 1.2], [-0.3, 0.8, -1.1], [0.8, -0.4, -1.5], [-1.0, -1.9, 0.3], [0.2, 0.8, 0.7], [-0.8, -0.5, -0.3], [1.8, -0.2, 1.0], [0.6, 0.5, 1.2], [-1.3, -0.7, -0.7], [0.1, -0.9, -2.1], [-0.6, 0.1, 0.7], [-0.1, -0.7, 0.4], [1.0, 1.0, -0.3], [-0.1, 1.1, 1.3], [0.3, -0.1, 0.4], [-0.3, 0.5, 0.4], [0.4, 0.6, -0.8], [-0.4, 0.6, -0.4], [-0.4, -0.3, 0.0], [0.3, -0.5, 0.5], [0.9, -0.1, 0.2], [-0.3, -0.3, 0.5], [0.6, -0.3, 0.6], [0.1, 0.1, 0.7], [0.3, -0.1, -0.1], [-0.4, 0.2, -0.4], [-0.4, -1.0, 0.1], [-0.1, 0.5, 1.7], [0.2, 0.6, 0.0], [-1.0, -0.2, -0.3], [-0.6, 0.7, 0.0], [-0.1, -0.2, -0.2], [0.2, 0.6, 0.2], [0.5, 0.5, 1.5], [-0.5, 1.3, 0.8], [0.4, -0.8, 3.0], [0.1, -0.7, -2.1], [-0.1, -0.2, 2.0], [-1.0, 0.8, 0.3], [0.1, 1.2, -0.9], [-0.8, -0.1, 0.0], [-1.2, 1.2, -0.9], [1.1, 0.4, 0.2], [0.2, 0.8, -0.2], [-0.9, 0.5, -0.1], [-2.0, 0.6, -1.5], [3.0, 0.1, 0.9], [-2.2, -0.5, 1.3], [0.2, -0.6, 0.1], [1.6, -0.5, -0.8], [-0.4, -0.8, -0.8], [0.5, 1.2, 1.0], [-0.3, 0.8, 0.4], [-0.6, -0.8, -1.8], [0.9, -0.2, 0.1], [0.0, 0.2, -0.3], [0.6, -0.2, -1.7], [0.9, -0.6, -0.1], [0.6, 0.1, -0.3], [0.9, -1.6, 1.1], [-0.2, -1.2, 0.0], [-1.0, 0.2, -0.1], [0.3, -0.5, 0.6], [0.3, -0.4, 0.1], [-0.6, -0.6, -0.2], [-0.1, 0.2, 0.1]], "charge": -1, "e_homo_ev": -3.86, "relative_energy_kcal_mol": 60.85, "lumo_energy_ev": 1.034, "max_force_ev_per_a": 5.0}